# 1
# C5H7NO

A molecular structure, C5H7NO (ωB97M-V/def2-TZVPD, the OMol25 dataset).

```
14
Properties=species:S:1:pos:R:3:forces:R:3:lowdin_charge:R:1
O -1.6368 1.3915 1.3540 0.261 -0.249 -0.297 0.099
C -0.9135 0.7226 0.6608 -0.054 0.058 0.063 -0.374
C -1.2399 -0.0942 -0.6020 -0.178 0.065 -0.092 -0.109
N 0.0934 -0.6662 -0.9380 -0.064 -0.070 -0.090 -0.095
C 0.9883 0.5097 -0.6966 0.138 0.231 -0.228 -0.128
C 0.5613 0.4227 0.7911 0.043 0.058 0.200 -0.143
C 0.5214 -1.0994 0.4307 0.009 -0.255 0.218 -0.121
H -1.6264 0.5377 -1.4059 0.092 -0.070 0.051 0.127
H -1.9747 -0.8793 -0.3902 0.165 0.106 -0.073 0.127
H 0.7751 1.4043 -1.2885 -0.051 -0.046 0.137 0.122
H 2.0206 0.1847 -0.8544 -0.102 0.203 0.047 0.116
H 1.1028 0.8852 1.6177 -0.107 -0.196 -0.096 0.141
H 1.5305 -1.5252 0.4612 -0.262 -0.024 -0.272 0.118
H -0.2020 -1.7941 0.8601 0.111 0.187 0.432 0.119
```
Positions in Å, forces in eV/Å.

Calculated values
* spin multiplicity: 1
* LUMO: 0.928 eV
* relative energy (zero: lowest compared OMol25 entry of this formula, charge and spin): 189.2 kJ/mol
* HOMO-LUMO gap: 9.843 eV

***

# 2
# C5H7NO

C5H7NO in the gas phase in a non-equilibrium geometry (ωB97M-V/def2-TZVPD, the OMol25 dataset).

```
14
Properties=species:S:1:pos:R:3:forces:R:3:lowdin_charge:R:1
C -1.2755 -1.2769 0.1750 -0.124 -0.072 -0.074 -0.058
C -0.4400 0.0094 0.3190 -0.083 -0.053 -0.106 -0.362
C -1.2003 1.2164 -0.0737 -0.543 0.648 -0.125 -0.194
N -1.8229 2.1638 -0.3076 0.658 -1.000 0.096 0.157
C 0.8838 -0.0762 -0.4406 -0.101 0.120 0.002 -0.141
C 1.8879 0.9486 0.0258 0.038 0.158 0.179 -0.253
O 1.7363 1.6933 0.9642 0.073 -0.464 -0.551 0.068
H -2.3242 -1.0951 0.4208 0.167 -0.055 0.189 0.082
H -0.8751 -2.0668 0.8268 -0.126 0.290 -0.165 0.086
H -1.2721 -1.6630 -0.8520 0.138 0.211 0.134 0.084
H -0.1881 0.1986 1.3617 -0.088 -0.172 0.185 0.140
H 1.3590 -1.0682 -0.3232 -0.251 0.294 -0.018 0.135
H 0.7172 0.0736 -1.5159 0.130 -0.113 0.113 0.133
H 2.8139 0.9424 -0.5803 0.113 0.209 0.141 0.122
```
Positions in Å, forces in eV/Å.

Calculated values
* spin multiplicity: 1
* LUMO: 0.721 eV
* relative energy (zero: lowest compared OMol25 entry of this formula, charge and spin): 78.6 kJ/mol
* HOMO-LUMO gap: 11.105 eV
* SMILES: C[C@H](C#N)CC=O

***

# 3
# C5H7NO

C5H7NO in the gas phase (ωB97M-V/def2-TZVPD, the OMol25 dataset).

```
14
Properties=species:S:1:pos:R:3:forces:R:3:lowdin_charge:R:1
O -1.9497 -1.4443 -0.7166 0.268 0.106 -0.014 0.071
C -0.9278 -0.7986 -0.6455 0.297 -0.362 -0.217 -0.486
C -0.8623 0.7205 -0.8368 0.013 -0.134 0.269 -0.086
C -0.4519 1.1305 0.5695 0.451 0.459 0.151 -0.089
C 0.6163 0.5218 1.0916 -0.023 0.540 -0.059 -0.089
C 1.3352 -0.3832 0.1330 -0.250 -0.071 -0.049 -0.188
N 0.3018 -1.3452 -0.2613 -0.202 -0.355 -0.598 0.046
H -1.8402 1.1083 -1.1408 0.279 -0.199 0.153 0.120
H -0.1150 1.0011 -1.6007 -0.191 -0.137 0.288 0.122
H -1.0638 1.8283 1.1239 -0.129 -0.163 0.093 0.102
H 0.8562 0.4823 2.1463 0.157 0.570 -0.013 0.102
H 2.2384 -0.8774 0.5142 -0.507 -0.026 0.046 0.120
H 1.6533 0.1747 -0.7637 -0.054 -0.158 0.320 0.115
H 0.2094 -2.1187 0.3870 -0.111 -0.070 -0.371 0.140
```
Positions in Å, forces in eV/Å.

Calculated values
* spin multiplicity: 1
* LUMO: 0.911 eV
* relative energy (zero: lowest compared OMol25 entry of this formula, charge and spin): 72.6 kJ/mol
* HOMO-LUMO gap: 10.209 eV
* SMILES: O=C1CC=CCN1

***

# 4
# C5H7NO

C5H7NO in the gas phase (ωB97M-V/def2-TZVPD, the OMol25 dataset).

```
14
Properties=species:S:1:pos:R:3:forces:R:3:lowdin_charge:R:1
C -0.7124 2.2409 0.0819 0.108 -0.001 0.108 -0.022
C 0.0478 0.9912 0.5052 0.035 -0.004 0.007 -0.428
O 1.0027 1.0345 1.2508 -0.197 0.163 -0.268 0.070
C -0.4911 -0.3257 -0.0034 -0.078 0.304 -0.173 -0.164
C -0.2863 -1.5185 0.8918 0.115 -0.328 -0.160 0.051
C 0.4037 -1.5125 -0.2010 -0.260 0.073 0.276 -0.288
N 1.2294 -2.1015 -1.1145 0.009 0.053 0.179 0.124
H -0.5596 3.0361 0.8140 0.022 -0.119 -0.073 0.080
H -1.7833 2.0451 -0.0386 0.198 -0.010 0.008 0.075
H -0.3244 2.5915 -0.8821 -0.054 -0.115 0.082 0.087
H -1.4112 -0.2244 -0.5937 0.165 -0.102 0.059 0.117
H -0.6136 -1.9161 1.8357 0.101 -0.043 -0.158 0.101
H 1.6755 -1.5068 -1.7972 -0.105 -0.008 0.209 0.097
H 1.8228 -2.8338 -0.7490 -0.061 0.137 -0.096 0.099
```
Positions in Å, forces in eV/Å.

Calculated values
* spin multiplicity: 1
* LUMO: 0.926 eV
* relative energy (zero: lowest compared OMol25 entry of this formula, charge and spin): 236.4 kJ/mol
* HOMO-LUMO gap: 9.380 eV
* SMILES: CC(=O)[C@@H]1C=C1N

***

# 5
# C5H7NO

A molecular structure, C5H7NO (ωB97M-V/def2-TZVPD, the OMol25 dataset).

```
14
Properties=species:S:1:pos:R:3:forces:R:3:lowdin_charge:R:1
O 1.8262 -0.6185 -0.8970 -0.096 -0.014 -0.197 0.000
C 1.1977 -0.1594 0.2638 -0.056 0.079 0.324 -0.310
C 0.4401 1.1502 0.2795 0.261 0.290 -0.130 -0.163
C -0.9530 0.8730 -0.1689 -0.237 0.195 -0.232 -0.206
C -1.0841 -0.6066 -0.4805 -0.023 -0.040 -0.096 -0.079
C -0.1488 -0.7571 0.7224 0.056 -0.483 0.091 -0.185
N -0.5666 0.6272 1.2443 -0.080 -0.014 0.205 0.081
H 1.1902 -0.5489 -1.6208 0.210 -0.013 0.058 0.082
H 1.9385 -0.2032 1.0652 -0.119 0.043 -0.063 0.155
H 0.8318 2.1602 0.3621 -0.066 -0.177 -0.031 0.137
H -1.6372 1.6757 -0.4285 0.136 -0.134 0.023 0.133
H -0.7441 -0.9979 -1.4489 -0.145 0.074 0.127 0.101
H -2.0918 -0.9764 -0.2826 0.116 0.072 0.077 0.114
H -0.1988 -1.6182 1.3896 0.043 0.123 -0.156 0.139
```
Positions in Å, forces in eV/Å.

Calculated values
* spin multiplicity: 1
* LUMO: 0.882 eV
* relative energy (zero: lowest compared OMol25 entry of this formula, charge and spin): 279.7 kJ/mol
* HOMO-LUMO gap: 10.660 eV

***

# 6
# C5H7NO

C5H7NO in the gas phase (ωB97M-V/def2-TZVPD, the OMol25 dataset).

```
14
Properties=species:S:1:pos:R:3:forces:R:3:lowdin_charge:R:1
O 2.7011 -1.4490 0.6382 0.001 -0.001 0.304 -0.060
C 2.5184 -0.3549 -0.2358 -0.011 0.243 -0.315 -0.281
C 1.1451 0.1735 -0.1960 -0.445 0.130 0.077 0.015
C 0.0093 0.5678 -0.0909 0.435 -0.169 -0.012 0.016
C -1.3718 0.9700 0.0771 0.105 0.164 -0.074 -0.328
C -2.4335 0.1611 -0.5803 -0.126 -0.042 -0.277 -0.147
N -2.2562 0.0986 0.8621 0.067 -0.150 0.191 0.020
H 2.4535 -1.1530 1.5230 0.039 -0.131 -0.078 0.090
H 3.2266 0.4573 -0.0175 -0.110 -0.101 -0.025 0.119
H 2.7520 -0.7274 -1.2369 -0.057 0.062 0.097 0.120
H -1.5415 2.0318 0.2378 0.037 -0.168 -0.038 0.132
H -2.1062 -0.6763 -1.1921 -0.028 0.120 0.130 0.110
H -3.3512 0.6427 -0.9067 0.161 -0.016 0.039 0.099
H -1.7457 -0.7422 1.1180 -0.067 0.059 -0.019 0.094
```
Positions in Å, forces in eV/Å.

Calculated values
* spin multiplicity: 1
* LUMO: 0.829 eV
* relative energy (zero: lowest compared OMol25 entry of this formula, charge and spin): 322.4 kJ/mol
* HOMO-LUMO gap: 10.124 eV
* SMILES: OCC#C[C@H]1CN1

***

# 7
# C5H7NO

A molecular structure, C5H7NO in a non-equilibrium geometry (ωB97M-V/def2-TZVPD, the OMol25 dataset).

```
14
Properties=species:S:1:pos:R:3:forces:R:3:lowdin_charge:R:1
C 0.8892 -0.8457 0.0693 0.106 0.961 0.520 -0.119
C -0.4593 -1.0482 0.7041 0.418 2.712 1.286 -0.271
C 1.0235 0.6568 0.5159 3.977 -1.191 -1.685 -0.513
N -1.5485 -0.9912 -0.1476 -0.689 -0.365 -0.648 0.036
C 0.4959 1.5381 -0.5277 -0.941 0.646 0.352 -0.054
C 0.1110 2.2275 -1.4357 0.206 -0.545 0.455 0.150
O 1.9369 1.0196 1.2691 -1.699 -0.142 -0.301 0.040
H -1.5215 -0.2359 -0.8206 0.034 -0.072 0.047 0.077
H -2.4546 -1.0559 0.2938 0.112 0.065 0.023 0.089
H 1.6581 -1.4168 0.5860 0.080 0.002 -0.234 0.116
H 0.8818 -0.9880 -1.0096 0.199 -0.071 -0.016 0.116
H -0.5160 -1.8550 1.4307 -0.115 0.327 0.217 0.124
H -0.2869 0.1915 1.3347 -1.630 -2.531 0.155 0.178
H -0.2097 2.8033 -2.2624 -0.057 0.205 -0.172 0.031
```
Positions in Å, forces in eV/Å.

Calculated values
* spin multiplicity: 1
* LUMO: 0.279 eV
* relative energy (zero: lowest compared OMol25 entry of this formula, charge and spin): 441.8 kJ/mol
* HOMO-LUMO gap: 9.326 eV

***

# 8
# C5H7NO

C5H7NO in the gas phase in a non-equilibrium geometry (ωB97M-V/def2-TZVPD, the OMol25 dataset).

```
14
Properties=species:S:1:pos:R:3:forces:R:3:lowdin_charge:R:1
C 0.8457 -1.0815 0.7381 0.057 -0.020 0.060 -0.053
C -0.2620 -0.5773 -0.1968 -0.041 -0.025 0.033 -0.366
C -0.2724 -1.3575 -1.4425 -0.022 -0.511 -0.842 -0.201
N -0.2700 -1.9694 -2.4244 0.017 0.590 0.930 0.151
C -0.1080 0.9200 -0.5035 0.013 0.003 -0.011 -0.129
C -0.5599 1.7699 0.6644 -0.287 -0.099 0.266 -0.250
O -1.4619 1.4494 1.3999 0.382 0.097 -0.215 0.058
H 0.7218 -2.1457 0.9553 0.003 0.157 -0.028 0.087
H 0.8152 -0.5312 1.6838 -0.018 -0.074 -0.145 0.085
H 1.8303 -0.9383 0.2802 -0.150 -0.022 0.057 0.089
H -1.2352 -0.7153 0.2888 0.119 -0.013 -0.102 0.143
H 0.9267 1.1633 -0.7720 -0.175 -0.025 -0.007 0.125
H -0.7497 1.2064 -1.3493 0.161 -0.021 0.085 0.135
H -0.0344 2.7333 0.8148 -0.059 -0.035 -0.082 0.124
```
Positions in Å, forces in eV/Å.

Calculated values
* spin multiplicity: 1
* LUMO: 0.627 eV
* relative energy (zero: lowest compared OMol25 entry of this formula, charge and spin): 72.0 kJ/mol
* HOMO-LUMO gap: 11.110 eV
* SMILES: C[C@H](C#N)CC=O